(1)
{"formula": "C4H3Cl2F3", "method": "the ωB97M-V functional and the def2-TZVPD basis", "elements": ["C", "C", "C", "C", "F", "F", "F", "Cl", "Cl", "H", "H", "H"], "xyz": [[-0.4043, -0.2970, -1.2129], [-0.8317, 0.7700, 0.5746], [0.2452, -0.2467, 0.9496], [0.8054, -0.4615, -0.4073], [-0.5240, 0.5860, -2.2323], [1.6123, 0.6537, -0.6712], [1.6648, -1.5420, -0.7366], [-2.3881, 0.7817, 1.2988], [1.5869, 0.3263, 1.9712], [-1.0717, -1.1148, -1.2550], [-0.4077, 1.6512, 0.2681], [-0.2871, -1.1070, 1.4529]], "forces_ev_per_a": [[-2.5, 3.1, 1.9], [0.8, -4.2, -2.4], [-0.9, -0.7, 2.2], [3.3, 0.5, -2.2], [0.8, -1.1, 0.3], [-0.6, -0.8, -0.1], [-1.6, 1.1, 1.0], [0.4, 0.0, 0.0], [-0.3, -0.1, 0.9], [-0.7, -0.8, -0.3], [0.4, 2.4, -0.5], [1.0, 0.6, -0.8]], "lowdin_charge": [-0.038, -0.574, -0.660, -0.536, 0.055, 0.020, 0.056, 0.663, 0.683, 0.137, 0.054, 0.140], "e_lumo_ev": 0.2, "molar_mass_g_mol": 178.968, "relative_energy_kj_mol": 93.9, "e_homo_ev": -9.59, "total_energy_ha": -1374.09937, "gap_ev": 9.753}

***

(2)
{"formula": "C29H57BrClN5NbO", "method": "the ωB97M-V functional and the def2-TZVPD basis", "elements": ["C", "C", "C", "Cl", "Nb", "Br", "O", "C", "C", "C", "C", "C", "C", "H", "H", "H", "H", "H", "H", "H", "H", "H", "H", "H", "H", "H", "H", "H", "H", "H", "H", "H", "H", "H", "H", "C", "C", "C", "C", "N", "H", "H", "H", "H", "H", "H", "H", "C", "C", "C", "C", "N", "H", "H", "H", "H", "H", "H", "H", "C", "C", "C", "C", "N", "H", "H", "H", "H", "H", "H", "H", "C", "C", "C", "C", "N", "H", "H", "H", "H", "H", "H", "H", "C", "C", "C", "C", "N", "H", "H", "H", "H", "H", "H", "H"], "xyz": [[0.9272, -2.0907, 4.2313], [0.7630, -2.6632, 2.8191], [1.0848, -1.6628, 1.7162], [2.8430, -1.2667, 1.7397], [0.3442, -2.1573, -0.4112], [2.5823, -3.2487, -1.3002], [0.9619, -0.3444, -1.1136], [-0.0197, 0.6477, -1.3863], [0.5112, 1.6499, -2.4135], [1.7160, 2.3446, -1.7664], [0.8202, 1.0488, -3.8070], [-0.0046, -0.1902, -4.1616], [2.2925, 0.7016, -4.0243], [0.2556, -1.2387, 4.3233], [1.9350, -1.6960, 4.3313], [0.7230, -2.8303, 4.9953], [-0.2687, -2.9840, 2.6986], [1.4094, -3.5283, 2.6873], [0.6078, -0.7199, 1.9851], [-0.5045, -2.5273, -1.9956], [-0.1684, -3.8253, 0.0798], [-1.2891, -1.5098, 0.0477], [-0.9667, 0.2117, -1.6930], [-0.1969, 1.2109, -0.4677], [-0.2623, 2.4101, -2.5364], [2.5293, 1.6483, -1.6099], [2.0633, 3.1956, -2.3478], [1.4206, 2.6970, -0.7803], [0.5652, 1.8082, -4.5499], [0.4666, -1.0733, -3.7399], [-1.0199, -0.1531, -3.7863], [-0.0261, -0.3204, -5.2409], [2.4150, 0.2852, -5.0209], [2.6338, -0.0118, -3.2804], [2.9282, 1.5820, -3.9529], [-0.8104, -2.0704, 8.7767], [-1.2714, -3.4579, 9.2093], [-0.6589, -4.5756, 8.3583], [-1.0309, -4.4348, 6.9535], [-1.3029, -4.3071, 5.8484], [-1.1144, -1.8526, 7.7526], [-1.2422, -1.3043, 9.4208], [0.2759, -1.9827, 8.8304], [-2.3595, -3.5185, 9.1518], [-0.9968, -3.6288, 10.2520], [-0.9938, -5.5544, 8.7025], [0.4298, -4.5513, 8.4254], [0.6813, 5.1014, -4.1213], [-0.0405, 5.3465, -5.4406], [-1.5621, 5.1992, -5.3273], [-1.9228, 3.8446, -4.9166], [-2.1857, 2.7655, -4.6366], [0.5304, 4.0832, -3.7602], [1.7539, 5.2527, -4.2399], [0.3328, 5.7911, -3.3506], [0.3335, 4.6495, -6.1943], [0.1876, 6.3557, -5.7915], [-2.0461, 5.4037, -6.2826], [-1.9587, 5.9027, -4.5938], [-1.2424, -6.8859, 3.5857], [-0.7945, -8.3391, 3.4967], [-1.9643, -9.3305, 3.4891], [-2.7517, -9.2519, 4.7188], [-3.3655, -9.2003, 5.6851], [-1.7812, -6.6837, 4.5109], [-0.3841, -6.2171, 3.5584], [-1.8923, -6.6249, 2.7490], [-0.1320, -8.5751, 4.3320], [-0.2176, -8.4856, 2.5821], [-1.6019, -10.3546, 3.3927], [-2.6266, -9.1301, 2.6459], [-3.8255, 1.3395, 3.7282], [-3.8474, 1.7068, 2.2489], [-2.7080, 1.0551, 1.4588], [-1.4013, 1.4711, 1.9585], [-0.3757, 1.7941, 2.3550], [-2.9096, 1.6874, 4.2072], [-4.6676, 1.7945, 4.2513], [-3.8877, 0.2586, 3.8640], [-3.7898, 2.7917, 2.1396], [-4.7945, 1.3913, 1.8074], [-2.7624, 1.3197, 0.4025], [-2.7601, -0.0328, 1.5242], [3.5296, 5.1507, -7.2806], [3.4531, 6.4219, -8.1168], [4.0656, 7.6346, -7.4086], [3.3662, 7.9299, -6.1597], [2.8192, 8.1538, -5.1771], [2.9710, 5.2601, -6.3502], [3.1033, 4.3079, -7.8234], [4.5612, 4.8995, -7.0298], [2.4115, 6.6396, -8.3602], [3.9764, 6.2729, -9.0628], [4.0105, 8.5207, -8.0412], [5.1159, 7.4535, -7.1768]], "forces_ev_per_a": [[0.2, 0.2, -0.7], [0.3, 0.3, 0.4], [-1.5, -0.4, 0.4], [0.1, 0.0, -0.2], [4.3, 1.7, -1.6], [-0.8, 0.1, 0.2], [-1.6, -1.7, 0.5], [0.6, 0.5, -0.2], [0.4, -0.2, 0.3], [-0.3, 0.0, 0.0], [0.0, -0.1, -0.2], [0.2, 0.0, 0.1], [-0.1, 0.3, 0.1], [-0.2, 0.0, 0.3], [0.2, -0.1, 0.2], [-0.1, -0.1, 0.2], [-0.1, -0.2, -0.1], [-0.1, -0.3, 0.0], [0.0, 0.2, 0.0], [-0.8, -0.1, 0.5], [-0.4, 0.0, 0.1], [0.1, -0.3, 0.0], [-0.1, -0.1, -0.1], [-0.1, 0.0, 0.2], [-0.3, 0.0, 0.0], [0.2, -0.1, 0.0], [0.2, 0.1, -0.1], [0.0, 0.2, 0.1], [0.0, 0.2, 0.0], [0.0, -0.2, 0.2], [-0.2, 0.1, -0.1], [-0.1, 0.0, -0.2], [0.1, -0.2, -0.1], [0.0, -0.2, 0.0], [0.1, 0.1, 0.0], [0.0, 0.0, 0.0], [0.0, 0.2, 0.0], [-0.1, 0.1, 0.1], [0.2, -0.1, 0.1], [-0.2, 0.0, -0.3], [0.0, 0.0, 0.0], [0.0, 0.0, 0.0], [0.0, 0.0, 0.0], [0.0, 0.0, 0.0], [0.0, -0.1, 0.0], [0.0, 0.0, 0.0], [0.0, 0.0, 0.0], [0.0, 0.0, 0.0], [0.2, 0.1, 0.1], [0.2, 0.0, 0.0], [-0.1, 0.2, -0.2], [-0.1, -0.3, 0.1], [-0.1, 0.0, 0.0], [0.0, 0.0, 0.0], [0.0, 0.0, 0.0], [-0.1, 0.0, 0.0], [-0.1, 0.0, 0.0], [0.0, 0.0, 0.0], [0.0, 0.0, 0.0], [0.0, -0.1, 0.0], [0.0, 0.2, 0.0], [0.2, 0.1, 0.0], [0.0, -0.1, -0.2], [-0.1, 0.0, 0.3], [0.0, 0.0, 0.0], [0.0, 0.0, 0.0], [0.0, 0.0, 0.0], [0.0, 0.0, 0.0], [0.0, -0.1, 0.0], [0.0, 0.0, 0.0], [0.0, 0.0, 0.0], [0.0, 0.0, 0.0], [0.0, 0.0, 0.1], [-0.1, 0.0, 0.0], [-0.1, -0.1, -0.1], [0.2, 0.2, 0.2], [0.0, 0.0, 0.0], [0.0, 0.0, 0.0], [0.0, 0.0, 0.0], [0.0, 0.0, 0.0], [0.0, 0.0, -0.1], [0.0, -0.1, 0.0], [0.0, 0.0, -0.1], [-0.1, 0.0, 0.0], [0.0, -0.2, 0.0], [-0.1, -0.1, -0.1], [0.1, 0.1, 0.0], [-0.2, 0.0, 0.1], [0.0, 0.0, 0.0], [0.0, 0.0, 0.0], [0.0, 0.0, 0.0], [0.0, 0.0, 0.0], [0.0, 0.1, 0.0], [0.0, 0.0, 0.0], [0.0, 0.0, 0.0]], "lowdin_charge": [-0.144, -0.417, -0.870, 0.449, 1.072, -0.216, -0.480, -0.336, -0.330, -0.072, -0.389, -0.090, -0.083, 0.063, 0.041, 0.026, 0.072, 0.083, -0.010, -0.129, -0.162, -0.108, 0.070, 0.084, 0.108, 0.075, 0.059, 0.079, 0.100, 0.048, 0.064, 0.072, 0.073, 0.076, 0.064, -0.108, -0.264, -0.188, -0.222, 0.183, 0.072, 0.069, 0.077, 0.110, 0.104, 0.116, 0.120, -0.097, -0.264, -0.187, -0.229, 0.177, 0.042, 0.061, 0.086, 0.106, 0.097, 0.114, 0.119, -0.113, -0.262, -0.198, -0.249, 0.133, 0.048, 0.069, 0.082, 0.108, 0.108, 0.112, 0.119, -0.114, -0.263, -0.196, -0.256, 0.169, 0.069, 0.066, 0.077, 0.107, 0.105, 0.116, 0.103, -0.100, -0.259, -0.193, -0.239, 0.155, 0.052, 0.077, 0.080, 0.108, 0.106, 0.115, 0.120], "e_lumo_ev": 1.9, "molar_mass_g_mol": 700.072, "e_homo_ev": -4.67, "total_energy_ha": -4579.31481, "total_charge": -1, "gap_ev": 6.527}

***

(3)
{"formula": "C31H27NO6", "method": "the ωB97M-V functional and the def2-TZVPD basis", "elements": ["C", "C", "C", "O", "C", "O", "C", "C", "C", "C", "C", "C", "C", "N", "C", "C", "C", "O", "O", "H", "H", "H", "H", "H", "H", "H", "H", "H", "H", "H", "H", "C", "C", "C", "C", "O", "C", "C", "C", "C", "C", "C", "C", "C", "O", "C", "C", "C", "C", "C", "H", "H", "H", "H", "H", "H", "H", "H", "H", "H", "H", "H", "H", "H", "H"], "xyz": [[-0.0430, 3.8267, 3.6857], [-0.7183, 2.4523, 3.7417], [-0.7373, 1.9124, 5.1788], [-2.0942, 2.6184, 3.3273], [-2.2992, 2.7270, 1.9720], [-3.3111, 3.2353, 1.4902], [-1.2990, 2.2333, 1.0878], [-1.4562, 2.4400, -0.3694], [-0.9918, 3.8015, -0.7736], [0.3406, 4.0221, -1.0824], [0.7874, 5.2902, -1.3708], [-0.0876, 6.3675, -1.3464], [0.3674, 7.6632, -1.6424], [0.7406, 8.7311, -1.9056], [-1.4166, 6.1477, -1.0102], [-1.8599, 4.8777, -0.7200], [-0.1266, 1.5954, 1.5836], [0.6758, 1.1287, 0.7752], [0.0638, 1.5304, 2.9443], [-0.0370, 4.1960, 2.6634], [-0.5806, 4.5465, 4.2983], [0.9865, 3.7671, 4.0295], [-1.2237, 0.9380, 5.1880], [0.2762, 1.7954, 5.5602], [-1.2941, 2.5808, 5.8348], [-0.8869, 1.6728, -0.9060], [-2.5105, 2.3077, -0.6373], [1.0250, 3.1922, -1.0545], [1.8237, 5.4626, -1.6118], [-2.0928, 6.9849, -0.9705], [-2.8747, 4.7110, -0.3998], [5.4357, -3.0855, 2.4299], [4.6568, -1.9520, 1.7419], [3.5496, -2.6738, 1.0463], [3.7017, -4.0540, 1.2998], [4.8067, -4.3291, 2.0935], [2.7724, -4.9538, 0.7682], [1.7564, -4.4903, -0.0262], [1.6271, -3.1123, -0.3500], [0.6152, -2.5739, -1.1811], [-0.3232, -3.2275, -2.0169], [-1.4222, -2.4769, -2.5071], [-2.3990, -3.0895, -3.2463], [-2.3331, -4.4686, -3.5420], [-3.4504, -4.9173, -4.2334], [-4.3384, -3.8080, -4.4106], [-3.6578, -2.5508, -3.8443], [-1.2152, -5.2021, -3.1345], [-0.2254, -4.5904, -2.4102], [2.5389, -2.2080, 0.2521], [6.4834, -3.1243, 2.1036], [5.4222, -2.9916, 3.5238], [4.2600, -1.2189, 2.4534], [5.2728, -1.4100, 1.0151], [2.8651, -5.9950, 1.0181], [1.0068, -5.1824, -0.3609], [0.5256, -1.5000, -1.1457], [-1.5112, -1.4295, -2.2805], [-4.5647, -3.7174, -5.4795], [-5.2733, -4.0407, -3.8859], [-4.2694, -2.0424, -3.0892], [-3.4275, -1.8215, -4.6310], [-1.1525, -6.2397, -3.4117], [0.6818, -5.1299, -2.2092], [2.4393, -1.1489, 0.0904]], "forces_ev_per_a": [[-0.1, -0.1, -0.2], [0.2, 0.6, 0.2], [-0.2, -0.2, -0.6], [0.5, -0.5, 0.2], [0.2, 0.1, -2.2], [-0.3, 0.0, 1.6], [0.7, -0.4, 2.3], [-0.5, -0.6, -0.6], [0.0, -0.3, 0.2], [0.1, 0.0, -0.1], [0.4, 0.1, -0.1], [-0.3, -0.9, 0.2], [0.8, 2.3, -0.6], [-0.4, -1.2, 0.3], [-0.2, 0.2, 0.0], [-0.2, 0.2, 0.0], [-1.7, 1.1, -1.7], [1.5, -1.0, 0.9], [-0.5, -0.1, 0.2], [0.0, 0.0, -0.1], [-0.1, -0.1, 0.1], [0.1, -0.1, 0.1], [0.0, 0.0, 0.0], [0.0, 0.1, -0.1], [0.0, 0.1, -0.1], [0.0, 0.1, 0.1], [0.1, 0.1, 0.0], [0.2, -0.2, -0.1], [0.2, 0.0, 0.0], [-0.1, 0.2, 0.0], [-0.2, 0.0, 0.0], [0.6, 0.7, 0.5], [0.1, 0.6, 0.0], [0.2, -0.7, 0.1], [0.9, 0.9, 0.4], [-2.3, -0.3, -1.6], [0.6, -0.5, 0.5], [0.1, 0.3, 0.1], [-0.3, 0.0, -0.1], [0.1, -0.6, 0.2], [0.2, -0.2, -0.1], [-0.2, -0.3, -0.2], [-0.1, -0.6, -0.1], [-1.1, 0.7, -0.1], [2.5, 0.1, 1.2], [-0.8, 0.5, -0.2], [-0.2, 0.6, 0.0], [-0.6, -0.6, -0.5], [-0.1, 0.5, -0.1], [0.2, -0.1, 0.2], [-0.3, -0.1, 0.0], [0.0, -0.1, -0.3], [0.1, -0.1, -0.1], [-0.1, -0.1, 0.2], [-0.1, -0.3, 0.0], [0.0, -0.2, 0.1], [0.0, 0.4, 0.1], [0.1, 0.3, 0.2], [0.1, -0.1, 0.2], [0.2, 0.0, -0.1], [0.1, -0.1, -0.2], [-0.1, -0.1, 0.1], [0.2, -0.2, -0.1], [0.0, -0.2, 0.0], [-0.2, 0.3, -0.1]], "lowdin_charge": [0.013, -0.514, 0.006, 0.058, -0.463, 0.031, -0.129, -0.128, -0.193, -0.019, -0.032, -0.263, -0.204, 0.138, -0.021, -0.013, -0.478, -0.012, 0.049, 0.088, 0.092, 0.088, 0.086, 0.085, 0.089, 0.104, 0.119, 0.109, 0.113, 0.115, 0.110, -0.130, -0.073, -0.133, -0.144, 0.014, 0.034, 0.006, -0.171, 0.131, -0.178, 0.070, -0.137, -0.148, 0.013, -0.132, -0.076, 0.033, 0.000, 0.079, 0.130, 0.131, 0.136, 0.131, 0.125, 0.103, 0.133, 0.137, 0.130, 0.131, 0.134, 0.132, 0.125, 0.108, 0.132], "e_lumo_ev": -3.3, "molar_mass_g_mol": 509.558, "relative_energy_kj_mol": 62.4, "e_homo_ev": -6.01, "total_energy_ha": -1703.61636, "gap_ev": 2.750}

***

(4)
{"formula": "C4H5Cl", "method": "the ωB97M-V functional and the def2-TZVPD basis", "elements": ["C", "C", "C", "C", "Cl", "H", "H", "H", "H", "H"], "xyz": [[0.2640, -0.5443, 0.0307], [-2.0990, 1.0385, 0.0050], [1.6195, -0.7020, -0.0137], [-0.5524, 0.8254, -0.0509], [-2.7800, -0.5007, 0.0273], [2.1048, -1.6868, 0.2766], [2.2352, 0.1587, -0.1637], [-0.0050, 1.2823, 0.7000], [-0.4776, -1.3425, 0.0209], [-0.3094, 1.4713, -0.8322]], "forces_ev_per_a": [[-0.3, 0.5, -1.4], [2.5, -0.7, 0.3], [-2.3, -1.0, 1.0], [-0.4, -2.4, 0.2], [-0.9, -0.3, 0.0], [-0.7, 1.3, -0.8], [0.5, 0.3, 0.1], [0.1, 1.9, 2.1], [0.8, -0.5, 0.6], [0.6, 0.9, -2.0]], "lowdin_charge": [-0.180, -0.398, -0.011, -0.334, 0.636, 0.075, 0.038, 0.073, 0.028, 0.073], "e_lumo_ev": -0.5, "molar_mass_g_mol": 88.537, "relative_energy_kj_mol": 339.1, "e_homo_ev": -9.21, "total_energy_ha": -615.42652, "gap_ev": 8.703}